The following is a DFT calculation (wB97M-V/def2-TZVPD) of a 2-piece molecular cluster, C5H13NO overall at a distorted geometry.

Atoms and positions in Å:
C: 3.12297 -0.47037 0.06258
C: 1.74928 -0.21665 -0.48991
C: 0.71358 -0.22382 0.57720
C: -0.77178 1.50943 -0.61563
C: -1.37551 1.08466 0.65026
H: -2.07450 -1.95612 -0.47745
H: -2.72624 -0.63791 -0.44816
H: 3.85657 -0.36386 -0.75459
H: 3.19013 -1.45987 0.47332
H: 3.40817 0.25276 0.85378
H: 1.69216 0.74749 -0.98721
H: 1.53512 -1.01805 -1.20843
H: 1.09345 0.44727 1.44575
H: 0.51278 -1.16341 1.04625
H: -1.47271 1.59077 -1.48044
H: 0.07196 2.22108 -0.57669
H: -0.90158 1.55882 1.54173
H: -2.42321 0.90700 0.71901
N: -0.56452 0.13332 -0.05252
O: -2.80521 -1.51984 -0.11079

Cartesian forces, eV/Å:
0.99 0.98 -0.27
0.40 -0.82 -0.10
-0.32 1.74 0.58
0.21 -0.17 -0.49
0.88 0.99 1.49
1.66 -0.90 -0.70
0.14 0.51 -0.22
-0.07 -0.19 0.43
0.16 -0.54 0.23
-0.20 -0.32 -0.37
0.13 0.01 -0.23
-0.14 0.35 -0.14
-0.93 -0.42 -1.26
0.24 -0.88 0.18
1.06 -0.24 0.52
-0.60 -0.40 -0.09
-0.63 -0.55 -0.50
-0.63 -0.10 0.21
-0.21 1.00 -0.16
-2.14 -0.04 0.90

Calculated values
ΔE to the lowest compared entry with this formula, charge and spin: 54.0 kcal per mole
HOMO: -9.339 eV
spin multiplicity: 1
E_tot: -8931.6703 eV
HOMO-LUMO gap: 0.380 hartree

---

The following is a DFT calculation (wB97M-V/def2-TZVPD) of a 2-piece molecular cluster, C5H13NO overall at a distorted geometry.

Atoms and positions in Å:
C: 0.70545 -1.36205 1.95386
C: -0.32185 -2.09742 1.31990
O: -1.43835 -1.93189 1.76154
N: -0.12713 -3.09580 0.44831
H: 1.25395 -1.83615 2.76834
H: 0.08070 -0.47414 2.45661
H: -0.87801 -3.68670 0.12407
H: 0.75846 -3.37189 0.14805
H: 1.60350 -1.04132 1.55255
C: 0.20002 1.17199 -1.18113
C: -1.13034 1.46008 -2.06012
C: 0.63575 2.36434 -0.23724
H: 0.30370 0.31070 -0.68551
H: 0.98052 0.98576 -1.84480
H: -2.17703 1.14516 -1.65924
H: -1.21642 0.95184 -2.89840
H: 1.10608 2.02981 0.80603
H: 1.18799 3.20187 -0.75599
H: -1.29529 2.53758 -2.23140
H: -0.23169 2.73824 0.21456

Cartesian forces, eV/Å:
0.36 3.53 3.70
-2.30 -2.16 0.22
-1.51 0.42 -0.08
-0.02 -0.53 -0.95
-1.03 -0.94 0.59
1.92 -1.73 -1.11
-0.19 0.46 0.37
1.50 -0.19 -0.42
1.29 1.16 -2.33
-1.40 4.41 -1.34
-1.06 1.69 5.53
1.04 -1.24 0.96
-1.03 -3.44 2.40
1.43 0.34 -1.80
1.90 0.43 0.55
0.67 -2.23 -4.43
0.01 0.37 -2.62
-0.46 -1.09 0.73
0.57 -0.39 -0.10
-1.66 1.11 0.13

Calculated values
ΔE to the lowest compared entry with this formula, charge and spin: 57.6 kcal per mole
HOMO: -9.732 eV
spin multiplicity: 1
E_tot: -8931.5110 eV
HOMO-LUMO gap: 0.386 hartree

---

The following is a DFT calculation (wB97M-V/def2-TZVPD) of one molecule with the formula C5H13NO at a distorted geometry.

Atoms and positions in Å:
C: -1.41170 -0.68936 -0.26848
O: -2.69147 -0.84287 0.47567
C: -0.33603 0.06544 0.67690
C: 0.92277 0.56188 -0.11952
C: 1.67976 -0.52969 -0.75016
C: 0.34123 1.67033 -1.03746
N: -0.11804 -0.68467 1.93269
H: -1.79852 -0.00826 -1.09927
H: -1.10976 -1.64395 -0.45852
H: -2.45684 -0.90477 1.45337
H: -0.93500 0.93378 1.04042
H: 1.74232 1.14596 0.53707
H: 2.18902 -1.09423 0.03410
H: 2.48257 -0.23331 -1.29888
H: 0.99740 -1.13328 -1.37819
H: -0.12973 2.47006 -0.42486
H: -0.40749 1.35224 -1.76700
H: 1.16442 2.09392 -1.60096
H: -0.83924 -1.29524 2.31012
H: 0.71434 -1.23398 1.74293

Cartesian forces, eV/Å:
-1.98 4.17 1.93
1.56 0.07 1.64
-2.43 0.15 0.24
-0.40 2.63 2.16
-1.81 -1.97 0.75
0.39 0.17 0.15
1.81 -0.02 -0.81
1.22 -1.40 0.65
1.04 -2.46 -1.33
-0.63 0.07 -1.94
0.61 -0.09 -0.67
-2.17 -1.21 -0.75
-0.49 -0.63 0.02
2.07 1.32 -2.03
0.62 -0.15 0.31
0.42 -0.50 -0.36
0.16 -0.25 0.14
0.11 0.32 -0.18
0.06 0.22 -0.54
-0.15 -0.42 0.59

Calculated values
ΔE to the lowest compared entry with this formula, charge and spin: 48.7 kcal per mole
HOMO: -9.283 eV
spin multiplicity: 1
E_tot: -8931.9005 eV
HOMO-LUMO gap: 0.376 hartree

---

The following is a DFT calculation (wB97M-V/def2-TZVPD) of a 2-piece molecular cluster, C5H13NO overall at a distorted geometry.

Atoms and positions in Å:
C: 1.55367 -0.31711 0.18558
C: 0.32993 -0.19668 -0.73444
C: -0.20183 1.25971 -0.87812
C: -0.14203 1.83689 -2.15664
C: -0.99667 1.77261 0.23867
N: 2.78304 0.17582 -0.34260
H: 1.15046 0.29217 1.05680
H: 1.67212 -1.29451 0.59975
H: 0.45736 -0.57002 -1.79685
H: -0.50843 -0.75929 -0.26783
H: -0.14735 2.89610 -2.43215
H: -0.04608 1.25851 -3.10008
H: -1.66755 0.94345 0.74788
H: -1.79964 2.50159 -0.13876
H: -0.36442 2.18334 1.11885
H: 2.82513 1.16283 -0.52810
H: 3.60070 -0.06112 0.25541
H: -3.21549 -4.96315 2.43885
H: -2.17868 -4.10406 3.04882
O: -3.10422 -4.01707 2.68494

Cartesian forces, eV/Å:
-1.87 1.99 1.13
-1.18 0.07 -1.51
0.54 -0.82 -4.05
0.21 -0.94 1.51
-1.74 0.99 2.62
1.82 -0.61 0.12
0.77 -0.50 -0.23
0.15 -0.84 -0.19
0.26 0.10 1.29
0.59 0.00 -0.21
-0.94 -0.08 0.80
0.82 -0.14 1.10
1.56 1.23 -1.15
1.55 -0.58 0.79
-1.14 -0.33 -1.39
-0.34 0.22 -0.01
-1.05 0.24 -0.65
-0.45 0.91 0.01
-1.34 0.69 -0.41
1.79 -1.60 0.40

Calculated values
ΔE to the lowest compared entry with this formula, charge and spin: 60.5 kcal per mole
HOMO: -8.600 eV
spin multiplicity: 1
E_tot: -8931.3888 eV
HOMO-LUMO gap: 0.342 hartree

---

The following is a DFT calculation (wB97M-V/def2-TZVPD) of a 2-piece molecular cluster, C5H13NO overall at a distorted geometry.

Atoms and positions in Å:
C: 0.60743 -1.25480 1.06262
C: -0.72588 -0.55537 0.84925
C: -0.79729 0.96713 0.50319
C: 0.54607 1.79519 0.34326
C: -1.10908 -0.11666 -0.55612
H: 0.77946 -1.12925 2.14585
H: 0.61855 -2.31879 0.85554
H: 1.49356 -0.86071 0.51884
H: -1.59889 -0.96347 1.36120
H: -1.58218 1.50822 0.91902
H: 1.28255 1.24734 -0.27653
H: 0.99372 2.03965 1.31941
H: 0.40519 2.76069 -0.19189
H: -0.42849 -0.34256 -1.46418
H: -2.69167 -1.31626 -0.93521
H: -2.65041 -0.01897 -1.88440
H: 2.47865 0.03088 -1.58176
H: 3.69659 -0.89595 -1.04778
N: -2.50176 -0.34954 -0.91804
O: 2.94853 -0.28838 -0.81564

Cartesian forces, eV/Å:
0.33 0.73 1.09
0.33 0.72 -1.95
3.07 -1.60 -1.51
-0.77 -0.45 -0.32
0.12 -0.12 -0.46
0.47 -0.29 -0.28
-0.48 -0.29 -0.07
-1.04 0.09 0.42
0.35 0.19 0.20
-1.45 0.67 0.42
-0.42 0.19 0.68
-0.09 -0.24 -0.32
-0.34 -0.58 0.37
-0.41 0.69 1.90
-0.21 -1.35 0.05
-0.08 -0.11 0.80
0.24 -0.23 -0.64
-1.28 1.02 -0.19
0.26 1.74 -0.71
1.40 -0.79 0.52

Calculated values
ΔE to the lowest compared entry with this formula, charge and spin: 46.7 kcal per mole
HOMO: -8.872 eV
spin multiplicity: 1
E_tot: -8931.9861 eV
HOMO-LUMO gap: 0.350 hartree

---

The following is a DFT calculation (wB97M-V/def2-TZVPD) of a 2-piece molecular cluster, C5H13NO overall at a distorted geometry.

Atoms and positions in Å:
C: -0.78615 -0.84120 3.82182
C: 0.35368 -0.37837 3.00833
H: -1.79239 -0.74664 3.40336
H: -0.63239 -1.92254 3.94336
H: -0.76490 -0.24753 4.72087
H: -0.11152 -0.24704 1.98022
H: 1.03769 -1.04490 2.90053
H: 0.71708 0.55852 3.37251
C: -0.83306 -0.19282 -1.41860
C: -0.93523 -0.92403 -2.83302
C: 0.47728 0.61839 -1.32653
O: 1.22641 0.93536 -2.22275
N: 0.79434 1.10876 0.01337
H: -1.72901 0.43204 -1.20849
H: -0.83742 -1.04926 -0.61727
H: -0.27283 -1.80814 -2.77672
H: -0.63047 -0.29695 -3.66393
H: 1.61554 1.67546 0.05945
H: 0.30032 0.99367 0.91479
H: -1.93043 -1.23280 -2.85220

Cartesian forces, eV/Å:
-0.81 -1.18 0.95
-5.11 4.32 -2.51
0.29 0.28 -0.25
-0.40 0.29 0.83
-0.34 -0.57 0.88
1.06 0.04 0.98
4.64 -4.04 -0.47
0.52 0.59 -0.10
0.61 -1.67 -0.25
1.78 0.58 2.23
0.14 1.36 3.10
-0.72 -0.66 0.03
-1.00 -0.87 -1.30
0.77 -0.16 -0.19
0.14 1.76 -1.23
-0.34 0.43 -0.28
-0.18 0.11 0.04
0.31 0.19 -0.13
0.29 -0.13 -1.58
-1.63 -0.68 -0.74

Calculated values
ΔE to the lowest compared entry with this formula, charge and spin: 33.4 kcal per mole
HOMO: -9.828 eV
spin multiplicity: 1
E_tot: -8932.5619 eV
HOMO-LUMO gap: 0.391 hartree

---

The following is a DFT calculation (wB97M-V/def2-TZVPD) of a 2-piece molecular cluster, C5H13NO overall at a distorted geometry.

Atoms and positions in Å:
C: 0.02507 -1.58243 -2.23205
C: -0.42863 -0.23268 -2.74367
H: -0.72099 -2.34516 -2.46527
H: 1.00428 -1.90459 -2.59365
H: 0.17424 -1.68243 -1.15392
H: 0.19707 0.57918 -2.36465
H: -1.46728 -0.04000 -2.49139
H: -0.34262 -0.08953 -3.82446
C: -0.03433 0.05214 1.97594
C: 1.30030 -0.57004 1.61957
C: -0.20530 1.35383 1.20579
O: 0.24132 1.56568 0.10614
N: -0.98641 2.31490 1.82329
H: -0.83743 -0.62391 1.67693
H: -0.11371 0.30294 3.03267
H: 2.17672 0.04050 1.80823
H: 1.26995 -0.85298 0.56720
H: -1.20483 3.14250 1.28533
H: -1.51580 2.10777 2.66082
H: 1.46837 -1.53567 2.10715

Cartesian forces, eV/Å:
0.16 -0.79 0.16
0.53 0.75 -0.08
0.19 -0.13 -0.24
-0.16 0.08 -0.50
-0.38 0.63 0.13
-0.23 -0.07 0.38
-0.06 0.12 0.19
-0.09 -0.60 -0.07
0.52 0.65 -0.11
0.06 -1.21 -0.33
-1.25 0.56 0.35
0.56 -0.14 -0.42
0.20 -0.46 0.16
-0.11 0.08 0.17
-0.10 -0.31 0.14
-0.10 0.30 -0.01
0.23 0.41 -0.12
-0.01 -0.23 0.16
0.22 0.14 -0.32
-0.18 0.20 0.36

Calculated values
ΔE to the lowest compared entry with this formula, charge and spin: 3.7 kcal per mole
HOMO: -9.858 eV
spin multiplicity: 1
E_tot: -8933.8493 eV
HOMO-LUMO gap: 0.395 hartree

---

The following is a DFT calculation (wB97M-V/def2-TZVPD) of one molecule with the formula C5H13NO at a distorted geometry.

Atoms and positions in Å:
C: -0.12544 0.04117 -0.50573
N: -0.78772 -0.55448 0.68270
C: -1.70069 -1.68366 0.40598
O: -2.63870 -1.34056 -0.57679
C: 0.42698 1.41410 -0.16963
C: 1.76936 1.42424 0.58770
C: 2.89348 0.82784 -0.33352
H: -0.96430 0.06181 -1.20500
H: 0.70054 -0.48709 -0.99176
H: -0.03495 -0.94548 1.25243
H: -1.15561 -2.51788 -0.06324
H: -2.10321 -1.89551 1.40048
H: -3.17748 -0.66483 -0.17435
H: 0.56208 2.02011 -1.06496
H: -0.31409 1.87700 0.49440
H: 1.72441 0.78596 1.47111
H: 2.01575 2.45817 0.82002
H: 3.86354 1.27598 -0.13615
H: 2.62372 1.00588 -1.37579
H: 2.85703 -0.25760 -0.23407

Cartesian forces, eV/Å:
-0.85 0.13 -0.07
1.23 -0.40 -0.24
1.45 0.44 -0.65
-0.14 -0.21 0.50
-0.33 0.36 1.04
0.49 -0.81 -1.50
-1.24 0.25 0.27
0.45 0.52 -0.39
-0.19 -0.84 0.21
-0.40 0.19 0.34
-0.21 -0.16 0.49
-0.34 -0.54 -0.32
-0.54 0.52 -0.03
-0.17 0.03 -0.11
-0.01 0.24 -0.35
-0.10 0.44 0.32
-0.03 -0.06 0.38
0.13 -0.37 0.09
0.19 0.25 -0.09
0.61 0.02 0.12

Calculated values
ΔE to the lowest compared entry with this formula, charge and spin: 30.4 kcal per mole
HOMO: -9.220 eV
spin multiplicity: 1
E_tot: -8932.6915 eV
HOMO-LUMO gap: 0.376 hartree

---

Q: The lowest ΔE to the lowest compared entry with this formula, charge and spin belongs to which entry?
A: number 7